[1]
{
  "formula": "C2H6N3S",
  "method": "ωB97M-V with the def2-TZVPD basis set",
  "symbols": ["C", "C", "N", "N", "N", "S", "H", "H", "H", "H", "H", "H"],
  "coordinates": [[0.730, 0.326, -1.092], [-1.156, 0.017, 0.377], [1.480, 0.988, -0.306], [-0.183, -0.672, 1.332], [-0.471, -0.188, -0.868], [0.626, 0.210, 2.312], [1.048, 0.001, -2.049], [-2.080, -0.436, 0.409], [-1.399, 0.997, 0.712], [2.415, 1.304, -0.694], [-0.113, -1.753, 1.372], [-0.898, -0.795, -1.506]],
  "mol_weight_g_mol": 104.16,
  "e_homo_ev": [-14.269, -14.268],
  "max_force_ev_per_a": 3.6,
  "e_tot_ev": -17467.364,
  "lumo_ev": [-7.01, -7.01],
  "smiles": "[H]/N=C/NC[NH+]=S",
  "de_lowest_kj_mol": 267.6,
  "charge": 1,
  "gap_ev": [7.3, 7.3]
}


[2]
{
  "formula": "C4H5N",
  "method": "ωB97M-V with the def2-TZVPD basis set",
  "symbols": ["C", "C", "C", "C", "H", "H", "H", "H", "H", "N"],
  "coordinates": [[-1.296, 0.057, 0.601], [0.166, 0.216, -0.252], [0.600, -0.861, -0.941], [1.218, 1.151, 0.229], [-1.109, -0.715, 1.257], [-2.016, -0.239, -0.152], [-1.307, 0.983, 1.065], [1.619, -0.721, -1.237], [0.073, -1.753, -1.196], [2.051, 1.884, 0.626]],
  "mol_weight_g_mol": 67.09,
  "e_homo_ev": -10.284,
  "max_force_ev_per_a": 5.4,
  "e_tot_ev": -5717.066,
  "lumo_ev": 0.39,
  "smiles": "C=C(C)C#N",
  "de_lowest_kj_mol": 171.8,
  "gap_ev": 10.7
}


[3]
{
  "formula": "C2H6O",
  "method": "ωB97M-V with the def2-TZVPD basis set",
  "symbols": ["C", "C", "O", "H", "H", "H", "H", "H", "H"],
  "coordinates": [[-0.384, 0.825, -0.416], [0.083, -0.173, 0.614], [0.289, -1.682, -0.246], [-1.014, 0.430, -1.182], [-0.776, 1.625, 0.110], [0.455, 1.076, -0.919], [-0.824, -0.331, 1.341], [1.046, -0.137, 1.254], [1.126, -1.633, -0.557]],
  "mol_weight_g_mol": 46.07,
  "e_homo_ev": -10.333,
  "max_force_ev_per_a": 6.9,
  "e_tot_ev": -4216.721,
  "lumo_ev": 1.08,
  "smiles": "CCO",
  "de_lowest_kj_mol": 168.5,
  "gap_ev": 11.4
}


[4]
{
  "formula": "C26H45ClNPV",
  "method": "ωB97M-V with the def2-TZVPD basis set",
  "symbols": ["V", "P", "Cl", "C", "H", "H", "C", "C", "C", "H", "C", "H", "H", "C", "H", "H", "C", "H", "H", "C", "H", "H", "H", "H", "C", "C", "H", "C", "H", "H", "C", "H", "H", "C", "H", "H", "C", "H", "H", "H", "H", "C", "H", "C", "H", "H", "C", "H", "H", "C", "H", "H", "C", "H", "H", "H", "H", "C", "C", "H", "C", "H", "C", "H", "H", "C", "H", "H", "C", "H", "H", "H", "H", "N", "C"],
  "coordinates": [[0.226, 0.201, 2.540], [0.428, -0.184, 0.348], [1.277, 0.255, 4.457], [-1.442, 2.914, -1.783], [-0.469, 3.018, -2.270], [-1.362, 2.803, -0.692], [0.632, -1.703, 1.479], [1.891, 0.906, 0.940], [1.364, -2.862, 0.765], [1.305, -1.389, 2.332], [1.499, -4.013, 1.767], [0.792, -3.169, -0.122], [2.354, -2.528, 0.419], [0.146, -4.438, 2.346], [1.983, -4.864, 1.276], [2.157, -3.692, 2.585], [-0.618, -3.290, 3.009], [-0.464, -4.870, 1.543], [0.302, -5.236, 3.080], [-0.730, -2.039, 2.110], [-1.626, -3.621, 3.289], [-0.110, -2.987, 3.934], [-1.496, -2.217, 1.351], [-1.098, -1.183, 2.744], [0.273, -0.432, -1.430], [1.939, 2.177, 0.062], [1.651, 1.251, 1.999], [3.098, 3.103, 0.464], [2.048, 1.898, -0.998], [0.987, 2.722, 0.145], [4.439, 2.372, 0.596], [3.187, 3.909, -0.274], [2.854, 3.577, 1.424], [4.340, 1.116, 1.466], [4.801, 2.094, -0.403], [5.188, 3.052, 1.019], [3.226, 0.161, 1.007], [5.298, 0.582, 1.469], [4.134, 1.413, 2.504], [3.470, -0.265, 0.021], [3.179, -0.681, 1.715], [-0.734, -1.525, -1.820], [-0.118, 0.542, -1.791], [-0.943, -1.489, -3.337], [-0.335, -2.504, -1.526], [-1.691, -1.405, -1.303], [0.378, -1.665, -4.096], [-1.652, -2.274, -3.625], [-1.396, -0.522, -3.599], [1.494, -0.732, -3.610], [0.712, -2.705, -3.989], [0.204, -1.495, -5.164], [1.636, -0.693, -2.082], [2.453, -1.035, -4.046], [1.292, 0.289, -3.964], [2.040, -1.650, -1.715], [2.362, 0.086, -1.811], [-3.180, -0.663, 0.925], [-2.581, 3.082, -2.363], [-2.228, -0.608, 0.392], [-3.840, 3.444, -1.604], [-2.693, 2.973, -3.465], [-3.982, 2.940, -0.130], [-3.828, 4.545, -1.468], [-4.727, 3.221, -2.220], [-4.745, 1.627, 0.167], [-3.052, 2.995, 0.454], [-4.652, 3.686, 0.338], [-4.215, 0.266, 0.884], [-5.534, 1.946, 0.874], [-5.274, 1.314, -0.744], [-4.023, 0.424, 1.950], [-5.097, -0.391, 0.803], [-1.930, 2.507, 2.176], [-1.177, 1.606, 2.275]],
  "mol_weight_g_mol": 489.02,
  "e_homo_ev": [-7.227, -6.733],
  "max_force_ev_per_a": 3.3,
  "e_tot_ev": -76673.848,
  "lumo_ev": [0.25, 0.24],
  "spin_multiplicity": 2,
  "gap_ev": [7.5, 7.0],
  "s2": 0.759
}


[5]
{
  "formula": "C4H5NO",
  "method": "ωB97M-V with the def2-TZVPD basis set",
  "symbols": ["C", "C", "C", "O", "C", "N", "H", "H", "H", "H", "H"],
  "coordinates": [[0.306, -1.552, 0.372], [0.147, -0.108, 0.188], [-0.795, 0.085, -0.737], [-0.715, 1.804, -0.803], [0.117, 2.023, 0.162], [0.674, 0.993, 0.759], [-0.765, -1.839, 0.373], [0.648, -1.995, 1.288], [0.836, -2.092, -0.413], [-0.877, -0.336, -1.730], [0.369, 3.042, 0.472]],
  "mol_weight_g_mol": 83.09,
  "e_homo_ev": -9.393,
  "max_force_ev_per_a": 5.2,
  "e_tot_ev": -7764.153,
  "lumo_ev": 0.88,
  "smiles": "Cc1cocn1",
  "de_lowest_kj_mol": 229.0,
  "gap_ev": 10.3
}


[6]
{
  "formula": "CH3BrNO3S",
  "method": "ωB97M-V with the def2-TZVPD basis set",
  "symbols": ["C", "N", "O", "O", "O", "S", "Br", "H", "H", "H"],
  "coordinates": [[-0.651, -0.703, 0.381], [0.944, -1.127, -0.652], [0.784, 1.434, 0.635], [-1.675, 1.552, 0.684], [-0.530, 1.159, -1.415], [-0.492, 0.989, 0.008], [2.377, -0.728, 0.370], [-0.362, -0.928, 1.417], [-1.285, -1.329, -0.137], [0.891, -0.319, -1.291]],
  "mol_weight_g_mol": 189.01,
  "e_homo_ev": -4.718,
  "max_force_ev_per_a": 5.8,
  "e_tot_ev": -89595.000,
  "lumo_ev": 3.45,
  "de_lowest_kj_mol": 105.6,
  "charge": -1,
  "gap_ev": 8.2
}